A 11-piece molecular cluster, C16H45N11O22PS overall, computed with ωB97M-V with the def2-TZVPD basis set.

Total charge ... -1
ΔE to the lowest compared entry with this formula, charge and spin ... 0.0 kcal/mol

XYZ file:
```
96
Properties=species:S:1:pos:R:3:forces:R:3
C 7.1892 -3.4744 1.5433 -0.74 0.82 0.40
C 6.1632 -2.1728 1.3073 0.46 2.63 3.19
N 6.0765 -1.3780 2.4596 0.26 -2.93 -4.57
C 5.4219 -1.7893 -0.0868 3.11 0.32 0.28
P 3.6408 -2.4910 -0.3086 -0.44 1.02 -2.74
S 3.7221 -3.6627 1.4837 -0.28 -1.26 2.88
C 2.8275 -0.9871 0.5280 -0.94 1.43 1.57
C 1.4414 -1.3038 1.3731 1.52 3.04 1.49
O 0.3611 -1.8474 0.5461 -1.20 -4.37 3.62
C -0.2273 -3.0086 1.2278 -3.67 -2.55 -4.18
O -1.0916 -3.8334 0.5752 5.22 5.34 3.62
H 6.8552 -3.9561 2.5604 0.60 0.88 -2.11
H 8.2910 -3.0663 1.7196 -2.36 -0.82 -0.67
H 7.1205 -4.2605 0.6827 0.19 1.58 1.61
H 5.4767 -0.5487 2.2897 0.36 -0.63 -0.33
H 6.0720 -2.2236 -0.9874 -1.40 0.80 1.87
H 5.4372 -0.6260 -0.2253 -0.01 -2.00 0.50
H 2.3418 -3.1180 -0.5844 0.02 0.43 0.13
H 4.2280 -3.6099 -1.0502 0.09 -0.24 0.58
H 3.5763 -1.7534 -1.5763 0.09 -0.13 -0.11
H 3.7080 -2.8689 2.6453 0.15 -0.57 -1.39
H 2.6725 -0.1444 -0.3015 -0.05 -1.74 1.75
H 3.5468 -0.5024 1.3265 -1.48 -0.90 -1.36
H 1.6371 -1.9097 2.3835 -0.37 0.92 -2.64
H 1.0812 -0.2317 1.7599 0.52 -2.52 -0.94
H -0.0606 -3.2859 2.3743 0.32 1.21 -2.55
C -4.0367 -4.6542 0.6664 0.07 0.06 -0.18
N -4.6171 -5.8412 1.3504 -0.39 -0.77 -0.01
O -4.8375 -6.8418 0.6583 0.21 1.26 1.32
O -4.8350 -5.7348 2.5630 0.13 -0.37 -1.48
H -3.8984 -4.8885 -0.3912 -0.05 -0.04 0.33
H -4.7385 -3.8269 0.7897 0.13 -0.14 0.10
H -3.0780 -4.4361 1.1415 -0.17 0.02 -0.09
C -0.5222 3.2229 1.7699 0.03 -0.32 0.48
N 0.8087 2.6248 1.4786 0.60 -0.69 0.18
O 1.2201 1.7545 2.2545 -0.24 1.55 -1.22
O 1.4026 3.0462 0.4792 -0.69 -0.75 1.32
H -0.9273 2.7606 2.6725 0.24 -0.04 -0.23
H -0.3765 4.2949 1.9177 -0.02 -0.74 -0.09
H -1.1677 3.0242 0.9118 0.20 0.22 0.08
C 3.7377 4.2559 -0.7079 0.02 -0.33 0.18
N 4.9341 5.0960 -0.4307 0.88 0.29 0.20
O 5.8731 4.5625 0.1713 -1.17 1.07 -0.85
O 4.8964 6.2673 -0.8253 0.27 -1.45 0.61
H 3.9087 3.2545 -0.3070 0.05 0.33 -0.06
H 2.8835 4.7270 -0.2176 0.28 -0.08 -0.29
H 3.6041 4.2199 -1.7911 -0.04 0.17 0.23
C -6.9120 -3.8402 4.6620 0.25 -0.23 -0.21
N -8.1078 -3.0508 4.2613 -0.81 0.51 -0.37
O -8.4315 -3.0798 3.0683 0.25 0.22 1.74
O -8.6876 -2.4242 5.1559 0.66 -0.79 -1.38
H -6.5048 -4.3374 3.7791 -0.15 0.15 0.19
H -6.1836 -3.1444 5.0832 -0.22 -0.13 0.04
H -7.2350 -4.5743 5.4032 0.06 0.25 -0.05
C -0.2327 7.8719 0.8467 0.16 0.13 -0.35
N -0.8131 6.6849 1.5307 -0.27 -0.22 0.28
O -1.0335 5.6843 0.8385 -0.16 1.82 0.85
O -1.0310 6.7913 2.7432 0.21 -0.56 -1.73
H -0.0945 7.6376 -0.2110 -0.04 -0.06 0.32
H -0.9345 8.6992 0.9699 0.11 -0.20 0.14
H 0.7260 8.0900 1.3218 -0.22 -0.02 0.01
C -5.2461 6.9675 1.3997 -0.24 -0.06 0.25
N -3.9749 7.6974 1.1448 0.80 0.58 -0.03
O -3.5633 8.4464 2.0383 -0.37 -0.97 -1.47
O -3.4262 7.4976 0.0548 -0.61 0.43 1.58
H -5.6156 7.2372 2.3913 0.22 0.00 -0.25
H -5.9584 7.2668 0.6281 0.21 -0.15 0.05
H -5.0288 5.8987 1.3468 -0.03 0.22 -0.14
C -0.7723 -6.4229 -1.6286 -0.21 0.06 0.25
N 0.5585 -7.0210 -1.9199 0.91 -0.44 -0.08
O 0.9700 -7.8914 -1.1440 -0.36 1.18 -1.28
O 1.1525 -6.5997 -2.9193 -0.73 -0.78 1.37
H -1.1775 -6.8852 -0.7260 0.24 0.05 -0.22
H -0.6266 -5.3510 -1.4808 -0.01 -0.15 -0.11
H -1.4179 -6.6216 -2.4866 0.20 0.14 0.07
C -0.8622 -0.7759 -2.1354 0.18 -0.24 -0.20
N -2.0579 0.0135 -2.5361 -0.47 0.33 -0.23
O -2.3816 -0.0155 -3.7291 0.06 0.29 1.56
O -2.6378 0.6402 -1.6415 0.52 -0.66 -1.41
H -0.4550 -1.2731 -3.0184 -0.16 0.26 0.31
H -0.1338 -0.0801 -1.7143 -0.19 -0.18 0.10
H -1.1851 -1.5100 -1.3942 0.16 0.23 -0.04
C 0.1529 4.8425 -3.3421 0.00 -0.37 0.04
N 0.7450 6.0498 -2.7052 0.45 0.78 0.51
O 1.3968 5.8806 -1.6682 -1.03 0.61 -1.51
O 0.5385 7.1332 -3.2643 0.35 -1.42 0.96
H 0.4134 3.9651 -2.7464 -0.01 0.30 -0.05
H -0.9296 4.9821 -3.3702 0.22 0.06 -0.09
H 0.5696 4.7629 -4.3483 -0.17 0.12 0.15
C -0.4168 -3.6966 -5.7814 0.06 0.00 -0.31
N 0.1078 -3.3043 -4.4455 0.67 0.25 0.91
O 1.1167 -2.5900 -4.4210 -1.60 -1.00 0.18
O -0.5083 -3.7248 -3.4592 0.86 0.70 -1.34
H 0.2194 -3.2585 -6.5533 -0.09 -0.07 0.31
H -0.3953 -4.7868 -5.8368 -0.09 0.19 0.11
H -1.4369 -3.3148 -5.8600 0.15 -0.16 0.11
```
Forces are in eV/Å.


C16H46AlBrCl5F2N4O14P2S4 as an isolated structure, computed with ωB97M-V with the def2-TZVPD basis set.

Total charge ... +1

XYZ file:
```
95
Properties=species:S:1:pos:R:3:forces:R:3
O 5.8753 -0.4706 2.7613 -0.03 0.17 -0.35
P 5.6849 0.0510 1.2949 0.43 0.66 -0.44
Br 7.1260 1.6052 0.8874 -0.42 -0.42 -0.02
P 3.5909 0.8665 1.1798 -1.70 0.82 1.33
O 3.7332 2.3433 0.7229 1.53 -1.25 0.04
O 2.7874 0.0386 0.0845 0.97 -0.03 -0.57
S 2.7504 0.6967 2.8871 0.44 -0.74 0.30
H 5.5364 0.2289 3.3618 -0.05 -0.50 0.44
H 5.9082 -0.9853 0.3781 0.16 -0.16 0.36
H 4.4648 2.7281 1.2426 -0.28 0.70 -0.25
H 2.5456 -0.8151 0.5492 1.03 1.75 -1.24
N 1.4877 5.7098 -0.4718 -0.18 -0.40 0.28
S 0.3134 6.4861 0.2775 -0.78 1.90 0.60
O 0.3030 6.3763 1.6937 0.35 -0.58 0.17
O -0.9443 6.5035 -0.3874 -0.03 -0.45 -0.43
F 0.8494 7.9629 0.0552 0.40 -0.29 -0.36
S 1.3424 4.1610 -0.4205 0.19 -0.75 0.13
O 2.5489 3.4921 -0.8042 -0.28 0.91 -1.13
O 0.1245 3.5948 -0.9057 -0.28 0.15 -0.14
F 1.2878 3.8289 1.1498 -0.01 -0.05 0.06
Al 1.4729 -2.0708 1.2491 -1.75 -1.49 1.75
C 1.3232 10.7263 -1.8828 -0.02 -0.07 0.03
Cl 2.5433 11.5768 -0.9266 0.04 -0.07 -0.01
Cl 0.0175 11.8108 -2.3791 -0.03 -0.06 -0.05
H 1.7951 10.3194 -2.7693 0.03 0.11 -0.03
H 0.9059 9.9283 -1.2813 -0.03 0.07 0.07
C -4.9856 -1.0904 -2.1532 -0.05 -0.03 0.02
C -3.6363 -1.7798 -2.0315 -0.19 0.04 -0.20
N -3.4668 -2.5177 -0.7881 0.18 0.05 0.23
C -2.1086 -2.9404 -0.5699 0.35 0.02 0.12
C -1.4927 -3.9525 -1.5477 0.16 0.00 0.12
C -4.4883 -3.5093 -0.4867 -0.39 -0.03 -0.01
C -4.7136 -4.6290 -1.5095 -0.04 -0.12 0.13
H -5.1649 -0.4248 -1.3081 -0.01 -0.05 0.03
H -5.0078 -0.4930 -3.0647 0.03 -0.02 -0.01
H -5.8083 -1.8048 -2.2138 -0.01 0.01 0.02
H -2.8676 -1.0030 -2.0756 0.12 -0.11 0.07
H -3.4863 -2.4181 -2.9120 0.05 0.05 -0.03
H -2.0200 -3.3385 0.4512 -0.16 -0.07 -0.01
H -1.4766 -2.0339 -0.5796 -0.08 0.06 -0.11
H -1.8635 -4.9601 -1.3730 -0.05 0.00 -0.07
H -0.4048 -3.9878 -1.4069 0.00 0.00 -0.01
H -1.6750 -3.6880 -2.5885 -0.03 -0.01 0.00
H -5.4357 -2.9863 -0.3411 0.06 0.11 -0.07
H -4.2751 -3.9527 0.4895 0.18 0.05 -0.02
H -4.7245 -4.2607 -2.5350 0.05 0.03 0.01
H -5.6779 -5.1066 -1.3267 0.00 0.02 0.03
H -3.9568 -5.4078 -1.4320 0.03 0.01 -0.13
C -5.4788 -4.1181 -5.7525 -0.07 -0.20 0.01
N -4.1031 -3.7386 -5.3264 -0.15 -0.10 -0.13
O -3.3892 -4.6151 -4.8807 0.09 0.10 0.08
O -3.7935 -2.5745 -5.4552 0.08 0.01 0.06
H -5.6124 -5.1794 -5.5800 0.07 0.00 0.02
H -6.1759 -3.5344 -5.1583 0.02 0.10 -0.07
H -5.5706 -3.8791 -6.8075 -0.02 0.12 0.03
C 0.8464 -2.5653 5.3735 -0.24 -0.07 0.13
Cl -0.4700 -2.5997 4.1777 0.02 0.07 -0.17
Cl 2.3998 -2.4843 4.5397 0.31 -0.04 -0.24
H 0.7395 -1.6885 6.0019 -0.02 0.10 -0.15
H 0.8249 -3.4699 5.9722 0.08 -0.12 -0.15
O 2.1459 -4.9032 6.9367 0.20 0.24 -0.26
S 2.8002 -4.8773 8.2258 -0.34 -0.53 1.10
O 3.7180 -3.8354 8.5472 0.07 0.36 -0.60
O 3.4793 -6.2816 8.4739 -0.07 -0.09 -0.15
C 4.4253 -6.7740 7.5029 0.51 -0.10 -0.38
C 5.7531 -6.0451 7.5662 -0.04 0.26 0.05
C 1.5850 -4.9889 9.4830 -0.23 -0.39 -0.05
H 3.9907 -6.7241 6.5025 -0.14 0.10 0.07
H 4.5737 -7.8254 7.7383 -0.22 0.02 0.20
H 5.6459 -4.9995 7.2798 -0.01 -0.01 -0.01
H 6.4713 -6.5091 6.8893 -0.04 -0.11 0.03
H 6.1523 -6.0642 8.5795 0.02 -0.06 -0.01
H 0.8996 -5.8010 9.2423 0.06 -0.04 0.03
H 1.0549 -4.0399 9.5132 0.11 0.06 0.09
H 2.1066 -5.1771 10.5150 -0.45 0.19 -1.10
Cl 3.1222 -4.5506 11.7941 0.52 0.17 0.89
C -1.8226 4.1933 -5.6178 0.10 -0.01 0.76
C -0.3156 4.2801 -5.6763 -0.67 0.08 -1.16
C 0.3220 4.6589 -4.2898 0.55 0.01 0.80
O 0.2017 5.9969 -3.9498 -0.22 -0.16 -0.17
C -1.0545 6.3639 -3.4011 -0.06 0.24 0.00
N 0.0801 5.1986 -6.7234 0.54 0.04 0.71
H -2.3096 5.1708 -5.6198 -0.09 -0.04 -0.21
H -2.2049 3.6433 -6.5162 0.00 -0.50 -0.27
H -2.1530 3.6491 -4.7342 -0.04 -0.07 -0.07
H 0.0637 3.2875 -5.9392 0.22 0.01 0.30
H 1.3958 4.4646 -4.3594 -0.02 0.01 -0.21
H -0.0681 4.0155 -3.4926 -0.22 -0.05 -0.16
H -1.4823 5.5650 -2.7953 0.04 -0.02 0.00
H -1.7481 6.6556 -4.2002 -0.01 -0.10 -0.03
H -0.8988 7.2316 -2.7665 0.04 -0.02 0.01
H 1.0905 5.1789 -6.8330 -0.04 -0.13 -0.28
H -0.1118 6.1457 -6.4056 -0.23 0.03 -0.23
O -2.3025 1.7059 -7.2275 0.13 0.82 0.35
H -1.4600 2.0298 -7.5901 -0.02 -0.12 -0.15
```
Forces are in eV/Å.


A 11-piece molecular cluster, C16H46Cl6F6N5O6 overall, computed with ωB97M-V with the def2-TZVPD basis set.

Total charge ... +3
ΔE to the lowest compared entry with this formula, charge and spin ... 65.1 kcal/mol

XYZ file:
```
85
Properties=species:S:1:pos:R:3:forces:R:3
N -7.8470 -10.2368 -4.0163 0.60 0.83 0.67
H -8.5397 -10.8398 -3.5712 -1.54 -1.10 0.14
H -8.2448 -9.7177 -4.7931 -0.27 -0.07 -1.35
H -7.0037 -10.7454 -4.2519 0.28 -0.05 -0.38
H -7.6414 -9.5156 -3.3369 0.58 0.09 0.13
N -9.5611 -6.3725 -1.9699 0.50 0.22 0.66
H -8.7031 -6.8940 -1.8466 0.45 0.34 0.07
H -9.8846 -6.0145 -1.0793 0.08 0.50 0.27
H -10.2659 -7.0404 -2.2905 -1.41 -1.04 -1.20
H -9.4304 -5.6031 -2.6177 -0.16 0.45 -0.38
N -9.9951 -9.7402 -0.5970 0.84 -0.14 0.08
H -10.0652 -9.0086 -1.3020 -1.22 1.34 -0.68
H -10.1526 -9.4847 0.3702 -0.27 0.40 0.22
H -9.0348 -10.0398 -0.7097 0.09 -0.76 0.16
H -10.6507 -10.4149 -0.9769 0.15 -0.90 -0.27
N -8.8196 -13.0936 -0.9901 0.05 0.48 1.20
H -9.4678 -12.6650 -1.6542 -0.47 0.82 -2.13
H -8.2160 -13.8179 -1.3625 -0.23 -0.74 -0.28
H -9.4549 -13.3503 -0.2437 0.32 -1.08 0.47
H -8.2144 -12.3783 -0.6076 0.30 0.10 0.03
N -13.3643 -9.4084 -1.0473 -0.35 -1.54 -0.72
H -13.9361 -9.8960 -1.7310 -1.39 -0.14 -0.32
H -13.8502 -8.6782 -0.5430 -0.13 0.12 0.17
H -12.6269 -9.1189 -1.6954 1.50 1.69 -0.61
H -13.0400 -10.2044 -0.5130 -0.11 0.19 0.87
O -10.0881 -11.6174 -2.9276 1.21 1.21 0.99
C -11.2098 -10.8883 -3.4197 0.91 -0.89 1.06
C -11.1693 -9.3828 -3.7380 -1.34 1.19 -1.16
O -11.3679 -8.3310 -2.7884 1.14 -1.33 2.45
H -11.9948 -11.0565 -2.6764 -0.68 0.33 0.16
H -11.5846 -11.4494 -4.2777 -0.08 0.41 -0.50
H -12.0800 -9.3237 -4.3393 -0.17 -0.07 -0.43
H -10.4322 -8.9904 -4.4414 0.64 -0.81 -0.16
C -10.0007 -11.1981 -9.1607 1.21 -0.25 -0.88
C -10.5616 -10.1421 -8.2830 -2.19 -0.45 -0.58
O -9.9454 -8.8655 -8.3916 1.44 1.21 0.81
C -9.0776 -8.4449 -7.4948 -1.05 -2.83 0.58
O -8.7778 -9.1150 -6.4955 -0.02 1.58 -0.83
C -8.4403 -7.1364 -7.9225 2.70 0.93 -0.99
F -7.2465 -7.4800 -8.5494 -1.62 -0.07 0.20
F -9.1640 -6.3865 -8.7252 -0.10 -0.59 0.12
F -8.0354 -6.3891 -6.9050 -0.56 -0.02 0.90
H -8.9478 -11.4215 -8.9826 -0.06 -0.33 0.61
H -9.9585 -10.9395 -10.2191 -0.59 0.23 0.00
H -10.6425 -12.0691 -9.0311 0.26 -0.17 -0.11
H -10.7538 -10.5560 -7.2929 0.68 0.71 0.46
H -11.5547 -9.9085 -8.6679 -0.11 -0.08 0.09
C -12.8108 -14.8381 -0.7032 -0.91 -0.14 -2.39
C -12.9881 -13.6058 -1.6217 -0.26 0.26 0.09
O -14.1354 -13.8545 -2.5203 -0.96 1.56 -1.31
C -14.7569 -12.8266 -3.2412 2.74 1.79 4.17
O -14.6222 -11.6145 -2.9340 -0.27 -3.42 -1.11
C -15.6309 -13.2802 -4.4053 0.13 -0.60 0.10
F -15.2327 -12.5715 -5.4414 -0.33 1.38 -0.75
F -15.4609 -14.5204 -4.7812 0.03 -1.11 0.60
F -16.8898 -13.0805 -4.0611 -0.14 0.33 -0.34
H -13.6835 -14.9641 -0.0639 0.47 0.20 0.49
H -11.8187 -15.0039 -0.2852 -0.20 0.50 0.41
H -12.9100 -15.6388 -1.4383 0.08 -0.44 0.18
H -12.1590 -13.4033 -2.2999 0.24 -0.28 0.11
H -13.1259 -12.6965 -1.0338 -0.47 0.17 -0.03
Cl -7.7014 -14.5741 -4.3639 0.16 0.51 0.45
C -9.2457 -14.0958 -5.1225 -0.41 -0.77 -0.35
C -10.4242 -14.6634 -4.3354 0.98 -0.08 -0.29
Cl -10.3518 -16.4531 -4.2308 -0.22 0.69 0.10
H -9.1693 -14.5283 -6.1194 -0.24 0.27 -0.04
H -9.3488 -13.0113 -5.1374 0.23 -0.04 -0.08
H -11.3563 -14.3639 -4.8135 -0.04 -0.08 0.13
H -10.2960 -14.2021 -3.3565 -0.58 -0.34 0.21
Cl -11.6541 -4.0271 -3.3478 0.25 -0.17 0.76
C -12.5356 -5.1551 -4.3824 -0.54 0.57 -1.30
C -11.7269 -5.4372 -5.6199 0.18 -0.08 -0.09
Cl -11.2130 -4.0248 -6.6075 -0.24 -0.69 0.64
H -13.4666 -4.6681 -4.6711 -0.10 -0.08 0.37
H -12.6997 -6.1379 -3.9409 -0.09 0.29 0.55
H -12.3272 -6.0874 -6.2563 0.18 -0.07 -0.14
H -10.8725 -5.9752 -5.2068 0.50 -0.02 -0.76
Cl -16.3940 -7.6779 -5.5354 0.77 0.04 0.26
C -14.8088 -8.3694 -5.0593 0.11 -1.54 -0.80
C -14.4165 -9.5028 -6.0591 -1.07 1.57 -0.31
Cl -14.0348 -8.6989 -7.6472 0.15 -0.55 0.57
H -14.9721 -8.8902 -4.1153 0.11 0.36 0.28
H -14.0028 -7.6371 -5.0349 -0.37 0.23 0.22
H -15.3353 -10.0708 -6.1980 0.34 -0.32 -0.23
H -13.5828 -10.1329 -5.7528 -0.03 0.18 0.03
```
Forces are in eV/Å.


Number 1: frontier orbital gap 0.18765 Eh, E_tot -98848.121 eV, HOMO energy -0.1585 Ha. Number 2: frontier orbital gap 0.02662 Eh, E_tot -258546.510 eV, HOMO energy -0.3278 Ha. Number 3: frontier orbital gap 0.24764 Eh, E_tot -128484.889 eV, HOMO energy -0.6090 Ha.